DFT (ωB97M-V/def2-TZVPD) results for C22H61MgN4O7 as an isolated structure in a non-equilibrium geometry.

Computed properties:
- Energy above the lowest of the compared OMol25 structures with the same formula, charge and spin: 5.59 kcal per mole
- Multiplicity: 2
- Maximum force: 0.08185 Eh/bohr
- Electronic energy: -49535.5964 eV
- Gap between HOMO and LUMO (alpha / beta): 0.077 / 0.313 Eh
- <S²>: 0.75

```
95
C22H61MgN4O7, DFT ωB97M-V/def2-TZVPD
Mg -13.069 18.861 -6.117
C -10.272 21.140 -8.631
C -11.178 19.962 -8.460
O -11.780 19.875 -7.221
H -9.610 21.321 -7.784
H -10.841 22.050 -8.819
H -9.667 21.085 -9.536
H -10.714 19.004 -8.695
H -11.921 19.971 -9.258
C -10.970 20.565 -12.903
C -11.381 19.143 -12.968
O -11.212 18.796 -14.365
H -11.823 21.206 -13.124
H -10.224 20.843 -13.648
H -10.585 20.950 -11.959
H -12.457 19.111 -12.796
H -10.915 18.469 -12.249
H -11.983 18.298 -14.646
C -15.421 18.129 -9.853
C -15.439 17.961 -8.302
O -14.526 18.858 -7.624
H -14.411 17.914 -10.202
H -15.640 19.095 -10.307
H -16.055 17.327 -10.232
H -15.300 16.921 -8.009
H -16.462 18.269 -8.086
H -14.315 19.410 -8.381
C -10.152 17.162 -3.466
C -10.923 17.592 -4.688
C -11.636 16.466 -5.430
O -12.452 16.994 -6.381
C -12.515 16.196 -7.568
N -11.939 18.524 -4.248
H -9.296 17.832 -3.384
H -9.827 16.155 -3.724
H -10.726 17.222 -2.541
H -10.271 18.047 -5.433
H -12.154 15.706 -4.846
H -10.770 15.943 -5.836
H -13.230 15.381 -7.459
H -11.536 15.757 -7.760
H -12.697 16.761 -8.483
H -12.190 18.160 -3.340
H -11.468 19.369 -3.959
C -7.196 19.380 -12.117
C -6.623 20.682 -11.553
C -5.716 20.505 -10.262
O -5.533 21.715 -9.680
C -6.495 21.943 -8.623
N -5.900 21.282 -12.605
H -7.685 18.691 -11.429
H -6.328 18.853 -12.514
H -7.915 19.627 -12.899
H -7.463 21.285 -11.206
H -4.702 20.169 -10.479
H -6.134 19.750 -9.596
H -6.781 22.995 -8.655
H -5.857 21.808 -7.750
H -7.444 21.407 -8.640
H -5.173 21.814 -12.148
H -5.488 20.625 -13.251
C -7.815 20.987 -5.710
C -8.318 20.938 -4.346
C -7.763 22.113 -3.610
O -6.443 21.992 -3.099
C -5.958 22.888 -2.114
N -9.762 21.176 -4.425
H -6.729 20.929 -5.784
H -8.136 21.852 -6.291
H -8.206 20.136 -6.267
H -8.130 19.991 -3.840
H -8.361 22.169 -2.700
H -8.028 23.085 -4.026
H -6.409 22.725 -1.136
H -6.115 23.879 -2.541
H -4.887 22.765 -1.953
H -10.065 20.746 -5.287
H -9.983 22.156 -4.533
C -15.314 21.407 -3.649
C -14.531 20.258 -4.232
C -15.363 19.003 -4.567
O -14.540 18.018 -5.037
C -15.211 16.751 -5.084
N -13.769 20.694 -5.361
H -15.968 20.985 -2.886
H -16.081 21.839 -4.291
H -14.669 22.265 -3.460
H -13.845 19.974 -3.434
H -16.248 19.175 -5.180
H -15.602 18.620 -3.574
H -15.476 16.496 -4.058
H -14.586 15.980 -5.535
H -16.211 16.828 -5.511
H -14.330 21.261 -5.980
H -13.267 21.460 -4.936
```

Löwdin population analysis, charges in e, atoms 1 to 2: 0.3885, -0.0901